(1)
Here is a molecular structure, C5H12O2 from the OMol25 dataset. Energies are from wB97M-V/def2-TZVPD.

## Properties
2S+1	1
total charge	0
relative energy (zero: lowest compared OMol25 entry of this formula, charge and spin)	86.3	kcal per mole

XYZ file:
```
19
C5H12O2 wB97M-V/def2-TZVPD
C 2.28 0.43 1.08
C 1.10 0.72 0.16
C 0.24 -0.49 -0.09
O -0.41 -0.82 1.70
C -1.09 -0.41 -0.62
C -1.61 0.86 -1.26
O -1.43 -1.57 -1.37
H 1.90 0.07 2.05
H 2.94 -0.34 0.66
H 2.87 1.33 1.25
H 0.48 1.51 0.58
H 1.46 1.09 -0.82
H 0.77 -1.43 -0.27
H -0.42 -1.79 1.85
H -1.24 -0.59 0.72
H -1.27 0.99 -2.31
H -2.71 0.85 -1.28
H -1.32 1.75 -0.69
H -2.37 -1.74 -1.19
```


(2)
Here is a molecular structure, C42H31BrNO3P2PbS from the OMol25 dataset. Energies are from wB97M-V/def2-TZVPD.

## Properties
2S+1	1
total charge	+1

XYZ file:
```
82
C42H31BrNO3P2PbS wB97M-V/def2-TZVPD
Pb 1.72 -0.67 1.24
O 1.20 3.24 2.63
S 0.41 2.18 1.94
C -0.28 2.86 0.43
C -1.17 3.92 0.55
C -1.68 4.53 -0.58
C -1.29 4.07 -1.84
C -0.39 3.03 -1.95
C 0.14 2.41 -0.82
P 1.41 1.10 -1.03
C 1.00 0.34 -2.61
C 2.02 -0.05 -3.48
C 1.70 -0.74 -4.65
C 0.38 -1.03 -4.95
C -0.64 -0.65 -4.08
C -0.33 0.03 -2.91
C 2.98 1.97 -1.21
C 3.11 3.03 -2.12
C 4.32 3.69 -2.25
C 5.41 3.30 -1.47
C 5.29 2.26 -0.56
C 4.07 1.59 -0.43
C -1.12 1.95 2.83
C -1.42 2.92 3.77
C -2.63 2.84 4.45
C -3.51 1.81 4.18
C -3.17 0.83 3.26
C -1.96 0.87 2.57
P -1.48 -0.50 1.46
C -2.65 -0.37 0.07
C -3.03 0.90 -0.36
C -3.78 1.06 -1.52
C -4.16 -0.05 -2.25
C -3.79 -1.32 -1.83
C -3.04 -1.48 -0.68
C -1.94 -1.97 2.43
C -3.19 -2.57 2.34
C -3.50 -3.68 3.12
C -2.56 -4.18 4.01
C -1.31 -3.58 4.11
C -1.00 -2.48 3.32
H -1.47 4.27 1.53
H -2.38 5.35 -0.49
H -1.69 4.54 -2.73
H -0.10 2.68 -2.93
H 3.05 0.18 -3.26
H 2.49 -1.04 -5.32
H 0.14 -1.57 -5.86
H -1.67 -0.88 -4.31
H -1.13 0.31 -2.23
H 2.27 3.33 -2.73
H 4.42 4.50 -2.95
H 6.35 3.82 -1.57
H 6.13 1.96 0.04
H 4.02 0.77 0.27
H -0.71 3.71 3.96
H -2.88 3.59 5.19
H -4.45 1.74 4.70
H -3.85 0.00 3.08
H -2.74 1.78 0.21
H -4.08 2.05 -1.83
H -4.76 0.07 -3.15
H -4.10 -2.20 -2.40
H -2.75 -2.48 -0.36
H -3.94 -2.19 1.65
H -4.48 -4.14 3.05
H -2.80 -5.04 4.62
H -0.57 -3.97 4.80
H -0.03 -2.02 3.43
Br 0.08 -2.90 -1.24
C 1.74 -3.63 -0.69
C 2.17 -4.86 -1.15
C 3.38 -5.32 -0.66
C 4.11 -4.56 0.23
C 3.61 -3.32 0.61
N 2.43 -2.88 0.15
C 4.39 -2.42 1.56
O 5.37 -2.88 2.09
O 3.91 -1.22 1.68
H 1.57 -5.43 -1.84
H 3.75 -6.29 -0.99
H 5.06 -4.87 0.64
```


(3)
Here is a single C22H22N2O4 molecule from the OMol25 dataset. Energies are from wB97M-V/def2-TZVPD.

## Properties
2S+1	1
structure (SMILES)	COc1cc(/C=C(\C#N)C(=O)N2CCOCC2)ccc1OCc1ccccc1
total charge	0
relative energy (zero: lowest compared OMol25 entry of this formula, charge and spin)	75.9	kcal per mole

XYZ file:
```
50
C22H22N2O4 wB97M-V/def2-TZVPD
C -1.16 -2.43 2.02
O -1.40 -2.35 0.63
C -0.71 -1.42 -0.09
C 0.20 -0.53 0.44
C 0.87 0.39 -0.38
C 1.84 1.33 0.12
C 2.31 1.51 1.37
C 2.00 0.74 2.50
N 1.81 0.13 3.46
C 3.39 2.54 1.56
O 4.28 2.66 0.74
N 3.35 3.29 2.69
C 2.20 3.49 3.55
C 1.74 4.95 3.44
O 2.78 5.85 3.73
C 3.88 5.66 2.86
C 4.41 4.23 2.96
C 0.58 0.40 -1.74
C -0.33 -0.49 -2.28
C -0.99 -1.40 -1.48
O -1.90 -2.31 -1.89
C -2.22 -2.39 -3.26
C -3.23 -3.49 -3.49
C -3.61 -4.34 -2.46
C -4.53 -5.35 -2.70
C -5.08 -5.51 -3.96
C -4.70 -4.66 -4.99
C -3.78 -3.65 -4.75
H -0.11 -2.66 2.23
H -1.43 -1.51 2.53
H -1.79 -3.24 2.37
H 0.41 -0.54 1.49
H 2.27 1.99 -0.63
H 1.38 2.83 3.28
H 2.50 3.28 4.59
H 0.94 5.16 4.15
H 1.37 5.13 2.41
H 3.57 5.87 1.83
H 4.64 6.38 3.17
H 4.79 4.05 3.97
H 5.21 4.07 2.23
H 1.09 1.10 -2.39
H -0.52 -0.46 -3.34
H -2.64 -1.43 -3.61
H -1.32 -2.60 -3.85
H -3.18 -4.21 -1.48
H -4.82 -6.01 -1.90
H -5.79 -6.29 -4.15
H -5.12 -4.78 -5.97
H -3.49 -2.99 -5.55
```


(4)
Here is a molecular structure, H6NO from the OMol25 dataset. Energies are from wB97M-V/def2-TZVPD.

## Properties
2S+1	1
total charge	+1
relative energy (zero: lowest compared OMol25 entry of this formula, charge and spin)	68.4	kcal per mole

XYZ file:
```
8
H6NO wB97M-V/def2-TZVPD
O -0.93 -0.62 0.09
H -1.12 -0.89 -0.84
H -1.07 -1.44 0.62
N 0.62 0.59 0.03
H 1.04 0.85 -0.89
H 0.11 1.40 0.42
H 1.38 0.31 0.68
H -0.03 -0.21 -0.10
```


(5)
Here is 10 unconnected molecules or ions with the total composition C6H29NO10 from the OMol25 dataset. Energies are from wB97M-V/def2-TZVPD.

## Properties
2S+1	1
structure (SMILES)	C=N/C=C/CCCO.O.O.O.O.O.O.O.O.O
total charge	0
relative energy (zero: lowest compared OMol25 entry of this formula, charge and spin)	121.2	kcal per mole

XYZ file:
```
46
C6H29NO10 wB97M-V/def2-TZVPD
C -0.61 3.63 -1.53
N -0.43 2.69 -0.71
C 0.02 1.39 -1.24
C 0.30 0.50 -0.31
C 0.73 -0.90 -0.56
C 0.49 -1.63 -1.81
C 1.28 -1.12 -3.04
O 1.72 -2.17 -3.95
H -0.53 3.69 -2.63
H -1.03 4.58 -1.18
H 0.03 1.13 -2.28
H 0.14 0.72 0.76
H 1.77 -0.99 -0.24
H 0.18 -1.50 0.26
H -0.58 -1.58 -2.20
H 0.75 -2.71 -1.53
H 2.20 -0.71 -2.38
H 0.89 -0.41 -3.81
H 1.74 -3.03 -3.50
O 2.51 -0.66 2.51
H 1.62 -1.11 2.55
H 2.50 -0.06 1.71
O 3.21 -3.39 0.92
H 2.38 -3.03 1.27
H 3.80 -2.65 0.69
O -2.60 -2.74 2.39
H -2.26 -2.71 3.28
H -2.16 -2.23 1.69
O -2.56 -0.10 2.03
H -3.02 -0.62 1.33
H -2.64 0.83 1.82
O 3.49 1.76 0.52
H 3.74 2.38 1.21
H 2.65 1.43 0.85
O -3.75 -0.84 -0.47
H -3.87 -1.79 -0.70
H -3.31 -0.43 -1.25
O 0.15 -0.51 3.21
H 0.20 0.40 3.59
H -0.76 -0.89 3.14
O 0.21 2.61 2.74
H -0.36 3.10 3.28
H 0.01 2.70 1.80
O -2.88 2.00 -2.80
H -2.10 2.31 -3.21
H -3.27 2.67 -2.20
```


(6)
Here is 2 unconnected molecules or ions with the total composition C8H10NO6 from the OMol25 dataset. Energies are from wB97M-V/def2-TZVPD.

## Properties
2S+1	1
total charge	+1

XYZ file:
```
25
C8H10NO6 wB97M-V/def2-TZVPD
C -2.10 0.08 2.10
C -2.29 -0.69 0.80
O -1.98 0.09 -0.38
C -0.67 0.17 -0.65
C 0.06 1.27 -0.40
O -0.43 2.40 0.14
N -0.83 3.37 -0.96
O -1.91 3.21 -1.27
C 1.53 1.21 -0.70
O 2.34 1.71 0.06
C 1.91 0.43 -1.89
C 1.19 -0.65 -2.16
C 0.06 -0.99 -1.25
O -0.19 -2.16 -0.99
H -1.33 0.84 2.04
H -1.80 -0.63 2.87
H -3.03 0.53 2.42
H -1.68 -1.59 0.80
H -3.32 -1.00 0.71
H 2.75 0.75 -2.49
H 1.40 -1.30 -2.99
O 2.70 -1.80 0.87
H 1.81 -2.20 0.72
H 3.17 -2.22 1.61
H 2.65 -0.82 0.98
```


Number 1: LUMO energy 0.86 eV, E -9471.394 eV. Number 2: LUMO energy -2.96 eV, E -156388.505 eV. Number 3: LUMO energy -0.42 eV, E -34339.898 eV. Number 4: LUMO energy -4.18 eV, E -3625.607 eV. Number 5: LUMO energy 0.01 eV, E -28654.389 eV. Number 6: LUMO energy -4.93 eV, E -22219.467 eV.